DFT (ωB97M-V/def2-TZVPD) results for 2 unconnected molecules or ions with the total composition C9H10N2O3S.

The energy above the lowest of the compared OMol25 structures with the same formula, charge and spin comes out at 5.318 eV. The calculation puts the gap between HOMO and LUMO (alpha / beta) at 0.2824 / 0.2824 Ha. As for the spin multiplicity: 1. The molar mass comes out at 226.257 g mol⁻¹. Its net charge is 0. The HOMO energy (alpha / beta) is -0.31720 / -0.31723 Ha.

Geometry as XYZ:
```
25
Properties=species:S:1:pos:R:3:forces:R:3:lowdin_charge:R:1
S -4.035340 0.508666 3.178518 0.51 0.23 -1.10 0.55
O 0.327026 1.661534 -2.654587 -0.34 0.28 -0.43 0.11
O 0.215555 -0.592655 -3.046699 0.30 1.55 -0.42 -0.06
O 2.595731 -1.326429 2.337587 -0.56 0.26 0.85 0.00
N 1.715623 -0.667658 -0.641334 0.52 -0.05 1.10 0.26
N -0.208219 0.492239 1.164221 -0.17 -0.20 0.09 0.09
C 0.883867 0.188420 -0.926103 0.17 -0.21 0.01 -0.32
C 0.384218 -1.149536 2.796531 -0.41 -2.71 3.02 0.00
C 0.261207 1.194998 0.055172 0.05 2.59 1.04 -0.19
C -0.129576 -0.323273 -4.490357 -0.56 1.15 2.32 0.02
C 2.116192 -0.289219 1.625169 -2.51 -2.97 -1.08 -0.02
C 0.400491 0.519764 -2.304805 0.88 -1.57 -0.80 -0.48
C 1.539107 -1.787770 3.160235 -0.84 0.69 -2.30 -0.01
C 0.672613 -0.231206 1.788286 0.64 2.23 -0.69 -0.33
C -3.645224 0.773099 1.616425 -0.94 -0.35 0.14 -0.58
H 2.840235 0.396966 1.470722 1.78 2.38 -1.15 0.11
H 0.612421 -0.909960 -5.035669 -0.56 0.11 -0.21 0.08
H -4.494143 1.097744 0.927965 1.47 -0.31 0.66 0.02
H -0.624121 -1.313441 3.245106 1.09 0.12 -0.57 0.14
H -2.621156 0.548972 1.215952 -0.97 0.41 0.32 -0.02
H -1.182931 -0.722851 -4.407910 1.14 0.65 -1.41 0.11
H -0.515246 1.846111 -0.453268 0.73 -1.09 0.70 0.13
H -0.018439 0.833751 -4.637436 -0.49 -2.41 -0.07 0.12
H 1.101296 1.928615 0.317949 -0.74 -0.91 -0.44 0.16
H 1.808813 -2.676883 3.698328 -0.19 0.12 0.41 0.12
```
Forces are in eV/Å.